The following is a DFT calculation (wB97M-V/def2-TZVPD) of C3H10AsBrN2S4Sn as an isolated structure in a non-equilibrium geometry.

Structure (XYZ):
```
22
Properties=species:S:1:pos:R:3:forces:R:3:mulliken_charge:R:1
Sn 0.962342 -1.213538 -1.991016 0.481 0.265 2.399 1.074
N -1.753605 -1.170644 1.344738 -1.906 0.468 0.179 -0.476
C -0.884779 -0.054606 1.753015 -0.841 -0.758 0.095 -0.344
C -1.265897 1.169031 0.900035 -2.053 -0.472 3.253 -0.643
C -1.454935 0.947142 -0.545512 -0.289 -0.257 -1.468 -0.428
N -0.147806 0.715117 -1.270588 -0.894 -0.036 -2.368 -0.433
H -2.767300 -1.067048 1.634260 1.787 0.003 -0.326 0.199
H -1.468706 -2.096822 1.602529 0.421 -0.103 0.305 0.206
H 0.108977 -0.353198 1.530753 1.101 -0.324 -0.331 0.198
H -0.870429 0.135948 2.858531 -0.316 0.282 -0.893 0.297
H -0.592982 1.950857 1.171522 0.593 0.819 -0.241 0.349
H -2.281793 1.485131 1.367762 1.363 -0.213 -1.117 0.294
H -1.911185 1.867643 -0.944341 0.108 -0.493 -0.196 0.276
H -2.092569 0.066508 -0.743527 0.168 0.622 0.187 0.317
H 0.571554 1.080345 -0.691441 1.468 0.561 0.863 0.147
H -0.097217 1.286084 -2.166107 -0.200 -0.771 1.498 0.360
S 2.584175 1.288659 0.764619 0.091 -0.054 -0.506 -0.411
As 3.491253 -0.195095 -0.388313 0.034 -1.446 1.126 0.429
S 2.850157 -0.030914 -2.610290 0.670 0.684 -0.509 -0.354
S 1.994839 -2.225812 -0.129735 -0.335 0.931 -0.543 -0.388
S 5.317421 -1.085826 0.065459 -0.611 0.706 -0.563 -0.361
Br -0.291513 -2.498961 -3.512353 -0.839 -0.414 -0.846 -0.307
```
Forces are in eV/Å.

Values from the calculation:
**Orbital gap**: 0.2615 hartree
**Net charge**: 0
**Relative energy (zero: lowest compared OMol25 entry of this formula, charge and spin)**: 0.0 kcal/mol
**Strongest force on any atom**: 3.9 eV Å⁻¹

=====

The following is a DFT calculation (wB97M-V/def2-TZVPD) of an isolated ion of composition C3H10FNP and charge +1 in a non-equilibrium geometry.

Structure (XYZ):
```
16
Properties=species:S:1:pos:R:3:forces:R:3:mulliken_charge:R:1
C 1.301021 0.094401 -1.934437 -0.705 -0.532 1.571 -0.777
P 0.313342 -0.443193 -0.683143 2.211 0.103 -0.893 0.915
C -1.419101 -0.600724 -0.938381 -0.186 2.437 0.265 -0.913
F 0.490809 -1.928378 0.383260 -0.108 1.387 -0.987 -0.479
C 0.368968 0.737554 0.705330 1.293 0.719 1.686 -0.776
N 0.205488 -0.057654 2.032726 3.887 -1.360 -0.802 -0.422
H 2.219132 0.651096 -1.596889 -0.899 -0.939 -0.858 0.257
H 1.117105 -0.380734 -2.923139 0.581 0.661 0.768 0.263
H -1.756007 0.340574 -1.468124 0.316 -1.145 0.446 0.327
H -1.671085 -1.458963 -1.480294 -0.680 -1.326 -0.516 0.381
H -1.794652 -0.536095 0.088580 -0.567 -0.596 -0.384 0.284
H -0.461534 1.417107 0.569423 -0.404 -0.005 0.211 0.378
H 1.255257 1.447526 0.861290 -0.946 -1.483 -0.660 0.419
H -0.711617 -0.143575 2.371277 -1.547 0.402 0.942 0.324
H 0.489618 -1.098054 1.766464 -0.591 1.636 0.078 0.438
H 0.939507 0.202532 2.758244 -1.653 0.042 -0.869 0.380
```
Forces are in eV/Å.

Values from the calculation:
**Orbital gap**: 0.3366 hartree
**Net charge**: +1
**Relative energy (zero: lowest compared OMol25 entry of this formula, charge and spin)**: 30.1 kcal/mol
**Strongest force on any atom**: 4.2 eV Å⁻¹

=====

> net charge of number 1 (C3H10AsBrN2S4Sn)?

0

=====

> What is the net charge in the first record?

0

=====

Repeat the first record exactly.
The following is a DFT calculation (wB97M-V/def2-TZVPD) of C3H10AsBrN2S4Sn as an isolated structure in a non-equilibrium geometry.

Structure (XYZ):
```
22
Properties=species:S:1:pos:R:3:forces:R:3:mulliken_charge:R:1
Sn 0.962342 -1.213538 -1.991016 0.481 0.265 2.399 1.074
N -1.753605 -1.170644 1.344738 -1.906 0.468 0.179 -0.476
C -0.884779 -0.054606 1.753015 -0.841 -0.758 0.095 -0.344
C -1.265897 1.169031 0.900035 -2.053 -0.472 3.253 -0.643
C -1.454935 0.947142 -0.545512 -0.289 -0.257 -1.468 -0.428
N -0.147806 0.715117 -1.270588 -0.894 -0.036 -2.368 -0.433
H -2.767300 -1.067048 1.634260 1.787 0.003 -0.326 0.199
H -1.468706 -2.096822 1.602529 0.421 -0.103 0.305 0.206
H 0.108977 -0.353198 1.530753 1.101 -0.324 -0.331 0.198
H -0.870429 0.135948 2.858531 -0.316 0.282 -0.893 0.297
H -0.592982 1.950857 1.171522 0.593 0.819 -0.241 0.349
H -2.281793 1.485131 1.367762 1.363 -0.213 -1.117 0.294
H -1.911185 1.867643 -0.944341 0.108 -0.493 -0.196 0.276
H -2.092569 0.066508 -0.743527 0.168 0.622 0.187 0.317
H 0.571554 1.080345 -0.691441 1.468 0.561 0.863 0.147
H -0.097217 1.286084 -2.166107 -0.200 -0.771 1.498 0.360
S 2.584175 1.288659 0.764619 0.091 -0.054 -0.506 -0.411
As 3.491253 -0.195095 -0.388313 0.034 -1.446 1.126 0.429
S 2.850157 -0.030914 -2.610290 0.670 0.684 -0.509 -0.354
S 1.994839 -2.225812 -0.129735 -0.335 0.931 -0.543 -0.388
S 5.317421 -1.085826 0.065459 -0.611 0.706 -0.563 -0.361
Br -0.291513 -2.498961 -3.512353 -0.839 -0.414 -0.846 -0.307
```
Forces are in eV/Å.

Values from the calculation:
**Orbital gap**: 0.2615 hartree
**Net charge**: 0
**Relative energy (zero: lowest compared OMol25 entry of this formula, charge and spin)**: 0.0 kcal/mol
**Strongest force on any atom**: 3.9 eV Å⁻¹